one:
ORCA calculation (ωB97M-V/def2-TZVPD) on the molecule C5H6N2S.

CARTESIAN COORDINATES (ANGSTROEM)
S  -2.64824  0.25932  -1.56634
N  -0.82620  0.32005  0.28924
N  2.58820  -0.68191  0.11743
C  0.33936  0.23395  1.06370
C  0.35508  0.61341  2.34021
C  1.56890  -0.28104  0.49902
C  -1.11907  -0.00403  -1.01751
C  -0.03289  -0.56483  -1.89020
H  -1.63053  0.69213  0.76548
H  0.35554  -1.52949  -1.49924
H  1.25707  0.55528  2.90700
H  0.80974  0.13474  -1.99298
H  -0.54816  0.98580  2.85419
H  -0.46882  -0.73338  -2.86998

## Properties
- orbital gap (eV) = 8.63
- SMILES = C=C(C#N)NC(C)=S
- highest occupied orbital energy (eV) = -8.8767

---

two:
ORCA calculation (ωB97M-V/def2-TZVPD) on the molecule C5H6N2S.

CARTESIAN COORDINATES (ANGSTROEM)
S  -3.05236  -0.16307  -0.09736
N  -0.84185  1.16029  0.24378
N  0.43020  -1.56331  0.80033
C  0.95931  -0.89315  -0.39375
C  1.40987  0.50665  -0.32549
C  -0.51304  -1.16254  -0.23155
C  -1.45297  -0.02741  -0.02389
C  0.48741  1.38583  0.10267
H  2.34480  0.86443  -0.66746
H  1.50957  -1.56430  -1.05855
H  -1.43990  1.95590  0.47879
H  0.36105  -0.94900  1.58164
H  0.80182  2.42096  0.35761
H  -1.00390  -1.97130  -0.76677

## Properties
- orbital gap (eV) = 8.53
- SMILES = S=C1NC=C[C@H]2N[C@@H]12
- highest occupied orbital energy (eV) = -8.3038

---

three:
ORCA calculation (ωB97M-V/def2-TZVPD) on the molecule C5H6N2S.

CARTESIAN COORDINATES (ANGSTROEM)
S  2.68188  0.79944  0.51047
N  3.50732  -1.61701  -0.62045
N  -0.27136  -0.03104  0.69438
C  3.12902  -0.75668  0.01231
C  -2.57145  -0.38051  0.01402
C  1.31248  1.14502  -0.65686
C  -1.54626  -0.71691  0.80682
C  0.13152  0.65757  -0.36629
H  0.40212  -0.00903  1.42160
H  1.44892  1.96779  -1.42788
H  -1.82781  -1.42007  1.65791
H  -3.53908  -0.88806  -0.00179
H  -0.45198  0.87776  -1.26417
H  -2.40533  0.37173  -0.78006

## Properties
- orbital gap (eV) = 9.24
- SMILES = C=CN/C=C\SC#N
- highest occupied orbital energy (eV) = -8.6167

---

four:
ORCA calculation (ωB97M-V/def2-TZVPD) on C5H6N2S as an isolated structure.

CARTESIAN COORDINATES (ANGSTROEM)
S  1.99355  -2.58429  1.23755
N  1.77914  0.22950  0.91527
N  1.04542  -1.46264  0.70052
C  -0.14154  -1.44751  0.18907
C  -0.65613  0.54479  -1.27875
C  -0.34245  1.13293  0.14974
C  -0.93607  -0.22591  -0.07549
C  1.00926  1.15765  0.65058
H  1.41858  2.14069  0.50503
H  -1.05286  1.86510  0.42455
H  0.14282  0.46964  -2.02015
H  -1.49017  1.01609  -1.66924
H  -0.80455  -2.41999  0.16437
H  -1.96500  -0.41606  0.10697

## Properties
- orbital gap (spin up / spin down) (eV) = 7.80 / 7.80
- highest occupied orbital energy (spin up / spin down) (eV) = -7.7545 / -7.7551

---

one (0.0107 hartree below the next structure)

---

one:
ORCA calculation (ωB97M-V/def2-TZVPD) on a 2-piece molecular cluster, C6H8O6S overall.

CARTESIAN COORDINATES (ANGSTROEM)
S  -3.62388  -0.35661  -2.19065
O  2.44511  -1.97655  1.58293
O  1.98250  -0.68367  -0.21302
O  -0.54602  1.61515  -1.57806
O  1.28983  1.25200  1.58051
O  -0.36044  -2.43488  1.83694
O  -2.96815  0.03316  -0.91277
C  1.68561  -1.45830  0.81576
C  0.31843  1.71523  0.68040
C  0.16950  -1.67415  0.88112
C  0.54004  1.26368  -0.77906
C  0.76552  -0.26879  -0.87153
C  -0.28644  -1.01136  -0.15241
H  -4.45935  -1.39969  -1.79396
H  -1.33761  1.13557  -1.26248
H  1.41834  1.76582  -1.20247
H  2.14862  1.63199  1.35662
H  -0.63364  1.30596  1.03075
H  0.35211  -2.72583  2.42881
H  0.25217  2.81055  0.69206
H  0.84776  -0.53930  -1.92949

## Properties
- orbital gap (spin up / spin down) (eV) = 7.67 / 8.03
- highest occupied orbital energy (spin up / spin down) (eV) = -9.5299 / -9.2954

---

two:
ORCA calculation (ωB97M-V/def2-TZVPD) on C6H8O6S as an isolated structure.

CARTESIAN COORDINATES (ANGSTROEM)
S  -1.41915  0.69933  -1.48279
O  -1.94965  1.41506  0.99360
O  3.52768  0.90263  -0.67714
O  -3.52814  -1.28784  0.08516
O  2.70489  -1.99713  -0.91003
O  1.21124  2.29261  0.70067
O  0.70548  -1.11688  -0.00891
C  0.36440  0.07307  0.60051
C  -2.19104  -1.00290  0.57440
C  2.38749  0.36759  -0.23569
C  1.98328  -0.94803  -0.39060
C  -1.60511  0.36651  0.23095
C  1.28416  0.99773  0.41256
H  4.16487  0.25206  -0.94732
H  -1.58968  2.24053  0.56165
H  -2.56768  0.34430  -2.06528
H  2.08185  2.80746  0.85891
H  -1.48587  -1.71429  0.07514
H  -4.07243  -0.77980  0.72398
H  -2.07775  -1.23554  1.71407
H  2.07114  -2.67644  -0.81384

## Properties
- orbital gap (eV) = 8.10
- highest occupied orbital energy (eV) = -7.7227

---

two (0.0119 hartree below the next structure)

---

one:
ORCA calculation (ωB97M-V/def2-TZVPD) on C27H40F5N4S2Si4TeZr as an isolated structure.

CARTESIAN COORDINATES (ANGSTROEM)
Te  -0.72485  1.53872  1.33466
Zr  -0.49310  0.55757  -1.23095
S  -1.92573  -2.03435  -4.88776
S  -2.47359  2.19956  -1.57716
Si  1.05803  0.26834  2.63613
Si  3.16292  1.18046  2.15878
Si  0.89959  -1.93657  1.92914
Si  0.35076  0.56375  4.84670
F  -6.99393  2.02190  0.76722
F  -5.09011  3.25863  -0.64768
F  -4.39928  -1.89171  0.88299
F  -2.49167  -0.69330  -0.55312
F  -6.67510  -0.54627  1.56297
N  -3.35378  0.26013  -4.45675
N  -1.94278  1.39052  -7.69832
N  -1.58650  -0.34162  -3.06654
N  -0.68238  -1.33064  -2.82221
C  -0.01912  2.62461  -3.46238
C  -5.88652  1.36537  0.44477
C  -3.62429  0.02780  -0.24354
C  0.17660  -3.50166  -3.64999
C  1.65494  -3.12674  -3.77253
C  -0.71774  -2.29927  -3.67143
C  -4.89425  1.99106  -0.28862
C  1.44531  -0.42491  5.98249
C  -0.60658  -2.82262  2.56200
C  0.58030  0.70121  -5.37730
C  -0.41734  1.65569  -5.61898
C  0.92163  1.63278  -3.16448
C  0.71953  -1.91497  0.02578
C  -1.42019  0.01535  4.98809
C  3.92918  0.30428  0.69167
C  -4.57949  -0.62898  0.50143
C  1.23029  0.69191  -4.16867
C  -1.23142  1.54654  -6.80899
C  4.25884  0.96764  3.64710
C  2.93653  2.98839  1.78470
C  0.49544  2.38486  5.21141
C  1.46664  1.46820  -1.79585
C  2.43757  -2.92029  2.30650
C  -2.34940  -0.54828  -4.10256
C  -3.71938  1.34424  -0.65025
C  -5.73033  0.05231  0.84995
C  -0.68816  2.63610  -4.68489
H  1.59935  2.40424  -1.25488
H  -1.51918  -1.06493  4.86633
H  2.34329  -3.94012  1.92194
H  4.53505  -0.54580  1.01448
H  2.22777  3.13600  0.96656
H  4.36054  -0.08466  3.92708
H  1.99130  -0.05342  -3.97198
H  -0.00810  -4.03475  -2.71594
H  3.88957  3.45063  1.51188
H  3.32009  -2.46140  1.85495
H  -3.74849  0.21876  -5.38196
H  -0.61680  -2.89798  3.65101
H  1.66020  -1.72990  -0.49652
H  0.82094  -0.02649  -6.14202
H  -1.52223  -2.30731  2.25717
H  3.17037  -0.06742  0.00005
H  2.38070  0.87954  -1.76474
H  3.85783  1.51004  4.50761
H  -0.21160  3.41134  -2.74207
H  -1.42940  3.39602  -4.89548
H  4.57946  0.98996  0.14068
H  0.00975  -1.11671  -0.22161
H  -3.44009  1.12322  -3.93287
H  -1.81385  0.28252  5.97331
H  1.93854  -2.40678  -3.00392
H  1.15887  -0.23641  7.02173
H  2.27567  -4.01297  -3.65201
H  1.87167  -2.69221  -4.74960
H  2.61178  -2.98746  3.38453
H  2.53804  3.51708  2.65586
H  -2.04297  0.50181  4.23235
H  0.26218  -2.82995  -0.35436
H  5.25839  1.35994  3.43831
H  -0.62720  -3.83814  2.15596
H  0.10128  2.61180  6.20638
H  1.53947  2.71098  5.17982
H  -0.06561  2.97862  4.48433
H  -0.11376  -4.17586  -4.45530
H  2.49592  -0.14829  5.86846
H  1.35417  -1.49926  5.80095

## Properties
- orbital gap (eV) = 6.50
- highest occupied orbital energy (eV) = -10.3129
- charge = +1

---

two:
ORCA calculation (ωB97M-V/def2-TZVPD) on C27H40F5N4S2Si4TeZr as an isolated structure.

CARTESIAN COORDINATES (ANGSTROEM)
Te  1.44196  -0.83618  1.42892
Zr  -0.99684  -0.34275  0.31054
S  -1.53147  0.99932  2.43481
S  0.85845  0.30555  -3.93367
Si  0.94949  -1.57769  5.36315
Si  4.07449  -2.90905  3.28234
Si  1.72259  -2.59767  3.36225
Si  0.61546  -4.66609  3.00868
F  -2.09066  1.65370  -0.28761
F  -0.74494  3.39804  -1.93536
F  0.64661  2.94856  3.29547
F  1.20219  4.99913  -0.88282
F  1.81566  4.81232  1.74259
N  -4.21245  -3.00673  -5.55689
N  -0.93738  0.28462  -2.14642
N  2.37478  -0.87672  -1.99211
N  0.17110  -0.26969  -1.56063
C  -2.51864  -2.29505  -0.50084
C  1.21360  -0.34977  -2.36280
C  -0.93872  -1.39856  5.32047
C  -0.41210  3.31932  -0.64977
C  0.56612  4.13316  -0.11446
C  -3.42097  -2.66722  -3.12686
C  1.44779  -5.92728  4.14093
C  -2.03822  -2.15374  0.88473
C  0.89306  4.01687  1.23619
C  -1.22458  -4.61722  3.49438
C  5.04663  -1.28987  3.28283
C  -0.75439  0.67287  -3.35645
C  0.28306  3.06585  2.03073
C  -4.25237  -2.06697  -2.17946
C  -3.87536  -2.87078  -4.46663
C  -1.75761  1.39144  -4.19540
C  -2.84965  0.45999  -4.72846
C  0.75766  -5.26730  1.21379
C  4.56800  -3.91209  1.75468
C  -0.71037  2.22001  1.52556
C  1.40181  -2.68868  6.82315
C  -1.67799  -2.85337  -1.48251
C  4.52183  -3.89449  4.83116
C  -2.12494  -3.04421  -2.77430
C  1.78673  0.10174  5.54334
C  -3.79955  -1.87030  -0.89074
C  -1.02990  2.40482  0.18154
H  4.93053  -0.76111  4.23105
H  4.71636  -0.61984  2.48610
H  4.14135  -4.91723  1.78455
H  -3.37548  -0.01046  -3.90198
H  1.57597  -5.52435  5.14865
H  -1.60146  -3.60135  3.60644
H  3.90288  -4.78743  4.93540
H  5.65366  -4.01729  1.70312
H  2.45989  -2.95746  6.80909
H  -1.36967  -5.11168  4.45751
H  -2.84323  -1.95776  1.59412
H  1.42666  0.63354  6.42659
H  3.18394  -0.85101  -2.58534
H  -0.68723  -3.19262  -1.19893
H  -2.21118  2.17076  -3.58350
H  0.82225  -3.61427  6.81511
H  0.84522  -6.83395  4.22361
H  2.45766  -1.17706  -1.02302
H  -1.41566  -2.09370  6.01462
H  0.45791  -4.50200  0.49318
H  2.86898  -0.01251  5.63997
H  2.43323  -6.21606  3.76951
H  -3.57299  1.03373  -5.30531
H  4.23588  -3.43275  0.83101
H  -2.43418  -0.31764  -5.36919
H  1.59571  0.73425  4.67376
H  5.56473  -4.21746  4.80231
H  -4.46670  -1.44064  -0.15263
H  6.11143  -1.48413  3.14090
H  -1.33554  -1.60345  4.32633
H  -1.85321  -5.13306  2.76618
H  1.78847  -5.54300  0.98049
H  -1.24920  -0.38883  5.59143
H  4.39029  -3.29207  5.73240
H  -1.24087  1.87114  -5.02664
H  1.20343  -2.18063  7.76932
H  -1.49086  -3.50327  -3.52166
H  -1.41923  -2.98937  1.19429
H  0.13344  -6.14820  1.04987
H  -5.25552  -1.77250  -2.45848

## Properties
- orbital gap (eV) = 6.78
- highest occupied orbital energy (eV) = -10.3229
- charge = +1

---

one (0.0081 hartree below the next structure)

---

one:
ORCA calculation (ωB97M-V/def2-TZVPD) on the molecule C4H10N.

CARTESIAN COORDINATES (ANGSTROEM)
N  0.00772  0.76909  -1.32401
C  0.43679  -0.21861  -0.31793
C  -0.02338  -0.37520  2.20389
C  0.08629  0.64576  -2.66658
C  -0.57511  -0.51065  0.75771
H  0.60476  -1.18319  -0.78932
H  -0.38443  1.61546  -0.94427
H  -0.88940  -0.48617  2.91952
H  -0.43132  1.41706  -3.23326
H  0.91632  -0.95139  2.35724
H  -0.84577  -1.57416  0.77150
H  0.90251  0.05492  -3.05820
H  -1.55593  -0.01703  0.68365
H  1.38849  0.20042  0.06384
H  0.36246  0.61369  2.57623

## Properties
- orbital gap (spin up / spin down) (eV) = 6.99 / 10.98
- spin multiplicity = 2
- highest occupied orbital energy (spin up / spin down) (eV) = -5.8533 / -9.8568

---

two:
ORCA calculation (ωB97M-V/def2-TZVPD) on a 2-piece molecular cluster, C4H10N overall.

CARTESIAN COORDINATES (ANGSTROEM)
N  0.19267  -1.75684  -1.95485
C  0.71701  0.83372  1.03175
C  -1.10327  -1.37638  -1.98430
C  -0.67015  0.46912  1.42865
C  1.34985  1.93526  1.42064
H  -1.98409  -2.00554  -1.94510
H  0.54795  -2.63109  -2.26933
H  -0.73398  -0.62116  1.52532
H  0.88685  -1.17003  -1.54749
H  -1.32581  -0.36943  -2.32513
H  -1.00000  0.89099  2.37844
H  2.39449  2.16726  1.26233
H  0.78884  2.65951  2.01267
H  1.25204  0.17761  0.34711
H  -1.31241  0.79700  0.61930

## Properties
- orbital gap (spin up / spin down) (eV) = 7.80 / 10.68
- spin multiplicity = 2
- highest occupied orbital energy (spin up / spin down) (eV) = -6.6403 / -9.5413

---

one (0.0129 hartree below the next structure)